Computed, not measured: a 11-piece molecular cluster, C60H139N11O16 overall at a distorted geometry, with the ωB97M-V functional and the def2-TZVPD basis.

Total charge: 0
Molar mass (g/mol): 1270.8
LUMO energy (eV): 0.50
Maximum force (eV/Å): 2.2
HOMO (eV): -8.387

Each atom is followed by the atoms it is bonded to, with distances in Å.
Positions of all 226 atoms, in Å:
1 C 4.63743 -2.49809 -0.89530  C2 1.536, H6 1.096, H7 1.092, H8 1.089
2 C 3.53958 -1.53361 -1.36748  C1 1.536, C3 1.505, H9 1.091, H10 1.089
3 C 2.84251 -1.94393 -2.63655  C2 1.505, C4 1.479, H11 1.093, H12 1.093
4 C 3.66049 -2.40472 -3.77934  C3 1.479, N5 1.149
5 N 4.28045 -2.86108 -4.63221  C4 1.149
6 H 4.22174 -3.44118 -0.52128  C1 1.096
7 H 5.08091 -2.07476 0.00870  C1 1.092
8 H 5.42620 -2.78327 -1.59037  C1 1.089
9 H 4.05049 -0.57111 -1.42199  C2 1.091
10 H 2.85081 -1.42203 -0.53190  C2 1.089
11 H 2.20992 -1.11089 -2.95302  C3 1.093
12 H 2.16612 -2.79083 -2.49414  C3 1.093
13 C 0.58168 -1.20789 0.93996  C14 1.535, H18 1.094, H19 1.094, H20 1.090
14 C 0.38972 -0.04516 -0.04399  C13 1.535, C15 1.520, H21 1.093, H22 1.091
15 C -1.04802 0.24192 -0.44553  C14 1.520, C16 1.472, H23 1.092, H24 1.090
16 C -1.80402 -0.84052 -1.09631  C15 1.472, N17 1.149
17 N -2.40594 -1.69811 -1.56687  C16 1.149
18 H 1.56074 -1.08644 1.41240  C13 1.094
19 H 0.69028 -2.18767 0.46556  C13 1.094
20 H -0.19082 -1.28036 1.70606  C13 1.090
21 H 0.99580 -0.26117 -0.92708  C14 1.093
22 H 0.84772 0.84231 0.39442  C14 1.091
23 H -1.04551 1.05613 -1.17392  C15 1.092
24 H -1.63141 0.53869 0.42658  C15 1.090
25 C 3.74296 -1.94436 5.25973  O26 1.416, H34 1.094, H35 1.088, H36 1.093
26 O 3.91358 -2.59808 4.01510  C25 1.416, C27 1.425
27 C 2.91038 -3.56858 3.73015  O26 1.425, C28 1.503, H37 1.096, H38 1.095
28 C 3.38453 -4.36625 2.54726  C27 1.503, N29 1.451, H39 1.103, H40 1.092
29 N 4.62337 -5.05944 2.84634  C28 1.451, C30 1.465, H41 1.014
30 C 5.06654 -5.83428 1.68520  N29 1.465, C31 1.509, H42 1.098, H43 1.097
31 C 6.22214 -6.74981 2.00697  C30 1.509, O32 1.414, H44 1.098, H45 1.097
32 O 7.37198 -6.00314 2.35144  C31 1.414, C33 1.395
33 C 8.47550 -6.81095 2.62512  O32 1.395, H46 1.101, H47 1.094, H48 1.091
34 H 2.73420 -1.52625 5.32712  C25 1.094
35 H 4.49347 -1.15793 5.31154  C25 1.088
36 H 3.93748 -2.65115 6.07106  C25 1.093
37 H 1.99708 -2.99058 3.55059  C27 1.096
38 H 2.73200 -4.25489 4.56510  C27 1.095
39 H 3.43914 -3.68255 1.68360  C28 1.103
40 H 2.65071 -5.10723 2.22214  C28 1.092
41 H 5.36012 -4.40175 3.07808  N29 1.014
42 H 5.20922 -5.22928 0.78063  C30 1.098
43 H 4.19671 -6.45970 1.45141  C30 1.097
44 H 6.44787 -7.42653 1.17251  C31 1.098
45 H 5.94403 -7.43953 2.81359  C31 1.097
46 H 8.83084 -7.42719 1.78514  C33 1.101
47 H 8.36323 -7.51579 3.45426  C33 1.094
48 H 9.33120 -6.15422 2.78677  C33 1.091
49 C 0.59602 4.06759 0.09839  O50 1.419, H58 1.086, H59 1.100, H60 1.094
50 O -0.06864 5.14037 0.74620  C49 1.419, C51 1.415
51 C -1.46464 5.04647 0.53664  O50 1.415, C52 1.530, H61 1.094, H62 1.096
52 C -2.14015 6.25756 1.18413  C51 1.530, N53 1.473, H63 1.090, H64 1.099
53 N -2.04142 7.44038 0.31180  C52 1.473, C54 1.455, H65 1.014
54 C -2.36658 8.62989 1.08370  N53 1.455, C55 1.518, H66 1.091, H67 1.101
55 C -2.22308 9.92088 0.29773  C54 1.518, O56 1.424, H68 1.093, H69 1.099
56 O -3.20129 9.92425 -0.73742  C55 1.424, C57 1.396
57 C -2.98363 10.94444 -1.66564  O56 1.396, H70 1.095, H71 1.093, H72 1.099
58 H 1.66386 4.21161 0.23623  C49 1.086
59 H 0.37798 4.16745 -0.97503  C49 1.100
60 H 0.21096 3.08345 0.38295  C49 1.094
61 H -1.84344 4.11995 0.97699  C51 1.094
62 H -1.70261 5.15162 -0.52777  C51 1.096
63 H -1.71436 6.45807 2.16680  C52 1.090
64 H -3.21008 6.06152 1.34419  C52 1.099
65 H -2.74944 7.35162 -0.40914  N53 1.014
66 H -1.71827 8.67925 1.96020  C54 1.091
67 H -3.40209 8.64427 1.45698  C54 1.101
68 H -1.21675 10.10732 -0.08618  C55 1.093
69 H -2.48063 10.75543 0.96470  C55 1.099
70 H -3.23994 11.93088 -1.26415  C57 1.095
71 H -3.55934 10.72795 -2.56954  C57 1.093
72 H -1.96168 10.96505 -2.06990  C57 1.099
73 C -5.33063 -12.51362 -2.38251  O74 1.411, H82 1.094, H83 1.094, H84 1.090
74 O -4.33024 -11.79955 -1.69001  C73 1.411, C75 1.419
75 C -4.86529 -11.11616 -0.56741  O74 1.419, C76 1.506, H85 1.093, H86 1.094
76 C -5.78136 -9.95154 -0.83939  C75 1.506, N77 1.468, H87 1.095, H88 1.101
77 N -5.26028 -8.58011 -0.77683  C76 1.468, C78 1.449, H89 1.010
78 C -4.12387 -8.36030 -1.64839  N77 1.449, C79 1.524, H90 1.097, H91 1.090
79 C -3.57060 -6.95926 -1.41938  C78 1.524, O80 1.413, H92 1.099, H93 1.099
80 O -4.38507 -5.93890 -1.95961  C79 1.413, C81 1.397
81 C -4.02632 -4.63628 -1.60264  O80 1.397, H94 1.099, H95 1.090, H96 1.091
82 H -6.27478 -11.97578 -2.51354  C73 1.094
83 H -5.53020 -13.43996 -1.83661  C73 1.094
84 H -5.08543 -12.77411 -3.41225  C73 1.090
85 H -4.02733 -10.74051 0.02619  C75 1.093
86 H -5.36722 -11.82221 0.10009  C75 1.094
87 H -6.57302 -10.00686 -0.08468  C76 1.095
88 H -6.34344 -10.06805 -1.77860  C76 1.101
89 H -6.04195 -7.96657 -0.95669  N77 1.010
90 H -4.35474 -8.52765 -2.70811  C78 1.097
91 H -3.33326 -9.04321 -1.33596  C78 1.090
92 H -2.54809 -6.85253 -1.80792  C79 1.099
93 H -3.44481 -6.73905 -0.35030  C79 1.099
94 H -3.93969 -4.60708 -0.50793  C81 1.099
95 H -4.85303 -3.99661 -1.91091  C81 1.090
96 H -3.12059 -4.22953 -2.05497  C81 1.091
97 C -7.49815 0.06525 -5.35298  O98 1.407, H106 1.091, H107 1.096, H108 1.095
98 O -7.12273 -0.49205 -4.11736  C97 1.407, C99 1.429
99 C -6.01826 0.18117 -3.51034  O98 1.429, C100 1.491, H109 1.095, H110 1.096
100 C -5.71601 -0.51815 -2.22923  C99 1.491, N101 1.471, H111 1.093, H112 1.095
101 N -6.62001 -0.20091 -1.11342  C100 1.471, C102 1.472, H113 1.011
102 C -7.82774 -1.04229 -1.14640  N101 1.472, C103 1.509, H114 1.097, H115 1.090
103 C -8.64969 -0.78312 0.09207  C102 1.509, O104 1.412, H116 1.096, H117 1.100
104 O -7.91724 -1.07571 1.26373  C103 1.412, C105 1.401
105 C -8.55061 -0.72236 2.46261  O104 1.401, H118 1.096, H119 1.097, H120 1.087
106 H -8.49754 -0.28574 -5.61342  C97 1.091
107 H -6.79546 -0.27543 -6.12140  C97 1.096
108 H -7.56435 1.15755 -5.30825  C97 1.095
109 H -6.26414 1.23482 -3.34018  C99 1.095
110 H -5.17172 0.15038 -4.20616  C99 1.096
111 H -4.73049 -0.21964 -1.86150  C100 1.093
112 H -5.68530 -1.60717 -2.33843  C100 1.095
113 H -6.22310 -0.25872 -0.18537  N101 1.011
114 H -7.62965 -2.11270 -1.28236  C102 1.097
115 H -8.40954 -0.69972 -2.00197  C102 1.090
116 H -9.60903 -1.31109 0.05459  C103 1.096
117 H -8.81296 0.30419 0.12821  C103 1.100
118 H -9.47621 -1.29763 2.58121  C105 1.096
119 H -8.82642 0.33898 2.46351  C105 1.097
120 H -7.89134 -0.93085 3.30112  C105 1.087
121 C -2.53397 1.78394 -4.52605  O122 1.406, H130 1.087, H131 1.096, H132 1.095
122 O -3.40624 2.12089 -3.47544  C121 1.406, C123 1.405
123 C -3.04266 3.17689 -2.62263  O122 1.405, C124 1.513, H133 1.098, H134 1.099
124 C -3.99487 3.32737 -1.45606  C123 1.513, N125 1.444, H135 1.097, H136 1.094
125 N -3.68008 2.38366 -0.40894  C124 1.444, C126 1.475, H137 1.022
126 C -4.50901 2.51592 0.80422  N125 1.475, C127 1.514, H138 1.096, H139 1.094
127 C -4.13528 1.38626 1.74082  C126 1.514, O128 1.411, H140 1.097, H141 1.096
128 O -4.64568 0.19168 1.19118  C127 1.411, C129 1.406
129 C -4.51862 -0.92513 2.03590  O128 1.406, H142 1.097, H143 1.093, H144 1.089
130 H -2.70853 0.74630 -4.79947  C121 1.087
131 H -1.50098 1.93819 -4.19225  C121 1.096
132 H -2.70464 2.41903 -5.40110  C121 1.095
133 H -2.97245 4.11086 -3.19588  C123 1.098
134 H -2.02470 3.02578 -2.23672  C123 1.099
135 H -5.03999 3.27759 -1.78478  C124 1.097
136 H -3.79110 4.30133 -1.00234  C124 1.094
137 H -3.94778 1.42203 -0.62731  N125 1.022
138 H -5.57309 2.45083 0.55010  C126 1.096
139 H -4.23894 3.46275 1.28191  C126 1.094
140 H -4.57303 1.57927 2.72847  C127 1.097
141 H -3.05161 1.31782 1.88983  C127 1.096
142 H -5.26710 -0.88737 2.83718  C129 1.097
143 H -3.53005 -1.01177 2.49417  C129 1.093
144 H -4.77387 -1.83876 1.50023  C129 1.089
145 C 4.55382 8.32839 -0.43916  O146 1.397, H154 1.099, H155 1.096, H156 1.096
146 O 4.15307 6.99896 -0.28940  C145 1.397, C147 1.419
147 C 4.61162 6.19062 -1.36174  O146 1.419, C148 1.520, H157 1.096, H158 1.096
148 C 3.90761 4.84453 -1.32149  C147 1.520, N149 1.454, H159 1.087, H160 1.098
149 N 4.47779 4.04974 -0.24583  C148 1.454, C150 1.471, H161 1.010
150 C 3.99975 2.65884 -0.24334  N149 1.471, C151 1.525, H162 1.086, H163 1.099
151 C 4.41117 1.92426 1.02760  C150 1.525, O152 1.400, H164 1.099, H165 1.102
152 O 3.81549 0.65746 1.00050  C151 1.400, C153 1.414
153 C 4.31576 -0.22662 1.98452  O152 1.414, H166 1.095, H167 1.092, H168 1.090
154 H 4.01144 8.83700 -1.24900  C145 1.099
155 H 5.63421 8.47791 -0.54383  C145 1.096
156 H 4.20929 8.83891 0.46692  C145 1.096
157 H 5.68674 6.01893 -1.23326  C147 1.096
158 H 4.49410 6.66779 -2.34139  C147 1.096
159 H 4.01215 4.35339 -2.28515  C148 1.087
160 H 2.82374 4.96978 -1.19566  C148 1.098
161 H 4.38515 4.40502 0.69489  N149 1.010
162 H 4.35502 2.10413 -1.10713  C150 1.086
163 H 2.90236 2.64315 -0.18109  C150 1.099
164 H 4.16512 2.48377 1.94152  C151 1.099
165 H 5.51201 1.88976 1.05443  C151 1.102
166 H 3.91851 0.02306 2.97375  C153 1.095
167 H 5.40459 -0.29034 1.92867  C153 1.092
168 H 3.92439 -1.23210 1.82654  C153 1.090
169 C -1.46505 0.40372 4.42233  O170 1.413, H178 1.093, H179 1.088, H180 1.096
170 O -0.68403 1.57481 4.29693  C169 1.413, C171 1.417
171 C 0.65763 1.31633 3.91964  O170 1.417, C172 1.514, H181 1.103, H182 1.096
172 C 1.36667 2.63309 3.68633  C171 1.514, N173 1.444, H183 1.102, H184 1.093
173 N 1.44163 3.39594 4.90994  C172 1.444, C174 1.460, H185 1.013
174 C 2.07319 4.69737 4.71509  N173 1.460, C175 1.500, H186 1.101, H187 1.091
175 C 2.25161 5.45536 5.99720  C174 1.500, O176 1.423, H188 1.097, H189 1.092
176 O 1.05103 5.82000 6.66832  C175 1.423, C177 1.407
177 C 0.27105 6.74511 5.95039  O176 1.407, H190 1.093, H191 1.089, H192 1.099
178 H -1.48069 -0.16450 3.48932  C169 1.093
179 H -2.44737 0.71193 4.77296  C169 1.088
180 H -1.07799 -0.24573 5.21610  C169 1.096
181 H 0.62362 0.78992 2.95125  C171 1.103
182 H 1.14670 0.56111 4.54481  C171 1.096
183 H 0.80112 3.16768 2.90661  C172 1.102
184 H 2.35702 2.44653 3.26417  C172 1.093
185 H 0.51506 3.54059 5.29274  N173 1.013
186 H 1.41617 5.29678 4.06654  C174 1.101
187 H 3.05392 4.57861 4.25130  C174 1.091
188 H 2.81836 6.38361 5.85405  C175 1.097
189 H 2.78518 4.81807 6.70593  C175 1.092
190 H 0.85669 7.63839 5.71842  C177 1.093
191 H -0.65765 6.95928 6.47747  C177 1.089
192 H -0.13501 6.37480 4.99835  C177 1.099
193 C 8.16838 -1.57294 -1.56448  O194 1.411, H202 1.088, H203 1.095, H204 1.101
194 O 7.87802 -0.65213 -2.59325  C193 1.411, C195 1.417
195 C 7.58937 0.62282 -2.04628  O194 1.417, C196 1.531, H205 1.097, H206 1.097
196 C 7.51507 1.63948 -3.18824  C195 1.531, N197 1.457, H207 1.094, H208 1.093
197 N 6.21816 1.82186 -3.82574  C196 1.457, C198 1.449, H209 1.006
198 C 5.49366 0.61681 -4.17642  N197 1.449, C199 1.517, H210 1.099, H211 1.099
199 C 4.08168 0.81617 -4.69447  C198 1.517, O200 1.412, H212 1.095, H213 1.099
200 O 3.27066 1.38675 -3.68996  C199 1.412, C201 1.398
201 C 1.97360 1.65510 -4.13693  O200 1.398, H214 1.105, H215 1.093, H216 1.093
202 H 8.25195 -2.55558 -2.02474  C193 1.088
203 H 7.48402 -1.52169 -0.71183  C193 1.095
204 H 9.15229 -1.37682 -1.11154  C193 1.101
205 H 8.35208 0.94948 -1.32858  C195 1.097
206 H 6.63850 0.58640 -1.49979  C195 1.097
207 H 8.25039 1.39728 -3.96179  C196 1.094
208 H 7.87208 2.61793 -2.85840  C196 1.093
209 H 5.64774 2.40824 -3.23975  N197 1.006
210 H 5.58440 -0.20527 -3.45294  C198 1.099
211 H 6.06474 0.14400 -4.98791  C198 1.099
212 H 3.72656 -0.14724 -5.07464  C199 1.095
213 H 4.15813 1.45005 -5.58855  C199 1.099
214 H 1.48287 0.73127 -4.49342  C201 1.105
215 H 1.89274 2.37578 -4.95494  C201 1.093
216 H 1.34655 1.88911 -3.27228  C201 1.093
217 N -0.62306 -4.11340 -1.05008  C218 1.383, C221 1.366, H222 1.008
218 C -0.99982 -4.41967 0.24438  N217 1.383, C219 1.374, H223 1.076
219 C 0.04318 -5.13494 0.78029  C218 1.374, C220 1.388, H224 1.079
220 C 1.02258 -5.26577 -0.19403  C219 1.388, C221 1.379, H225 1.080
221 C 0.59097 -4.65948 -1.35438  N217 1.366, C220 1.379, H226 1.076
222 H -1.16840 -3.50373 -1.63971  N217 1.008
223 H -1.92397 -4.03145 0.63446  C218 1.076
224 H 0.12442 -5.47305 1.80186  C219 1.079
225 H 1.98000 -5.75728 -0.09799  C220 1.080
226 H 0.97394 -4.52631 -2.35097  C221 1.076

Atomic partial charges in e from the Löwdin method, atoms 1 to 8: C -0.0865; C -0.2298; C -0.1658; C -0.2287; N 0.1614; H 0.0544; H 0.0558; H 0.0715